No. 1
Below is C26H39InN5O14P2S3 as an isolated structure, with properties calculated with ωB97M-V/def2-TZVPD.

Structure (XYZ):
```
90
Properties=species:S:1:pos:R:3:forces:R:3
H -3.1093 4.0831 0.1741 -0.014 -0.032 -0.003
H -3.0792 2.5249 -3.2698 -0.036 -0.021 0.005
H 3.9870 -0.3434 -1.0582 -0.012 -0.019 -0.014
O 1.9962 -0.7773 -2.7895 -0.110 0.088 -0.016
O -4.3305 -0.3364 -0.1230 0.092 -0.141 -0.228
C 3.0045 -1.7362 -2.3846 0.079 -0.118 0.109
H 0.5530 1.7570 -2.9159 0.062 0.036 0.001
H 4.0380 -3.3608 -3.3267 -0.005 -0.001 0.001
P -0.0044 2.4781 -0.7091 -0.229 -0.067 -0.023
O -1.8980 -0.3668 -0.2930 -0.096 -0.176 0.128
H 1.3120 3.2941 1.9517 -0.024 0.020 0.002
H -0.8248 4.4406 1.2553 0.022 0.019 0.001
S -3.1689 -1.2258 -0.3004 0.094 -0.017 0.227
H 2.1135 4.8669 2.1864 0.002 -0.011 0.012
N 2.8218 -0.9904 1.5390 0.049 -0.049 0.126
O 0.9676 3.7402 -0.7815 0.157 0.006 -0.073
C -3.5131 3.6107 -0.7229 -0.004 0.103 -0.014
H 2.6012 -2.3479 -1.5770 -0.035 0.031 -0.021
H 5.0133 -1.6707 -1.6197 -0.006 0.006 -0.004
H 2.0898 -3.8941 4.8059 0.006 0.010 -0.006
N -4.2466 0.6844 2.3145 0.185 0.163 0.283
H 1.2364 1.4972 5.3198 -0.027 -0.016 -0.009
C -0.0928 -2.2909 4.2848 -0.037 0.028 -0.046
H -5.0564 1.2515 2.4942 0.003 -0.011 -0.022
N 0.4579 -3.0010 2.0492 0.102 -0.005 0.057
H 3.5335 -1.6227 1.8639 -0.003 -0.011 0.011
H 0.0272 -3.4180 -3.1846 0.038 -0.025 0.030
H -2.5475 1.7232 -0.3821 0.019 -0.011 0.011
C -0.9691 1.2180 3.4681 0.156 -0.167 -0.138
H -2.6805 -0.9249 -3.9634 0.012 -0.058 -0.033
P 0.7779 -0.3740 -1.8403 0.278 0.127 0.192
H -1.9930 -1.3404 -5.5476 0.005 0.008 -0.024
C 0.7972 -3.0791 3.3317 -0.011 0.013 -0.107
H -0.1189 6.0577 1.4238 0.006 0.000 0.006
H 0.3038 -1.3056 -4.4624 0.031 -0.014 -0.049
C 1.8832 4.0826 1.4621 0.026 -0.062 -0.028
C -1.4187 2.2243 4.2409 0.020 0.088 0.052
S 2.8557 0.3003 3.9055 0.088 0.001 0.030
C -3.1182 1.8082 -2.4436 0.001 0.008 -0.019
C 0.5027 -3.6265 -0.2713 -0.048 0.026 -0.081
O 1.1958 -4.1164 -1.1800 -0.093 0.031 -0.094
C 2.1011 -0.3265 2.4795 -0.019 -0.025 -0.282
H -2.4989 0.9459 -2.6830 0.025 0.021 0.053
In -1.0150 -1.3209 1.4573 0.575 -0.273 0.233
H 1.6834 5.4898 -0.1342 -0.018 0.036 -0.049
C 2.5592 -4.5835 2.7943 0.035 -0.006 -0.009
H -4.5118 3.2331 -0.4983 0.000 -0.005 0.003
O -1.0917 -1.7489 3.7170 -0.063 0.073 -0.071
C -1.7991 -0.8345 -4.6010 -0.022 0.048 0.048
O -1.3034 3.0127 -1.4386 0.020 0.005 -0.020
H -0.8567 2.8626 4.9002 0.002 -0.021 -0.002
C -3.0960 1.0889 2.8741 -0.250 -0.070 -0.137
H -0.8325 5.5558 -0.1225 0.027 0.024 0.008
H 2.6551 -5.0821 0.6787 -0.005 0.004 0.000
C 1.3541 1.0004 4.3727 0.071 0.121 0.048
H 2.2825 -1.2660 0.7199 0.007 0.079 -0.026
O -0.4878 -0.8043 -2.6222 -0.182 -0.003 -0.139
C -2.6379 2.4646 -1.1721 0.001 0.008 0.034
C 3.2632 -2.6332 -3.5729 0.008 0.022 -0.063
C 0.8459 1.4292 -1.9167 0.054 -0.005 -0.069
H 3.3977 -5.2047 3.0879 -0.013 -0.002 -0.001
H 2.3561 -3.1789 -3.8328 0.018 0.008 0.016
N -1.9065 0.5793 2.6764 0.122 0.142 0.005
N 0.8342 -0.0282 2.3672 -0.117 -0.057 0.302
O -3.2721 -2.0517 -1.4724 -0.049 0.076 0.000
H -1.6872 -3.0959 -3.0033 -0.024 0.010 -0.008
H -1.0258 -3.4559 -4.6258 0.026 -0.005 0.020
O 0.9826 -0.8308 -0.4460 -0.213 -0.087 -0.168
O -0.2161 1.9585 0.6450 0.015 -0.050 -0.010
H -4.1405 1.4521 -2.3156 0.002 -0.015 0.027
C 1.0977 4.6829 0.3085 -0.086 0.037 0.075
H 2.8216 3.6550 1.1048 0.004 0.033 -0.005
C -0.2568 5.2183 0.7399 -0.031 -0.018 0.026
O -0.6162 -3.0705 -0.3077 0.137 0.140 -0.073
H -1.6129 0.2236 -4.7980 0.005 -0.035 -0.006
C 4.2275 -0.9731 -1.9173 0.019 0.031 -0.028
O 0.2234 -2.2698 5.4694 -0.029 0.013 0.059
H -3.5923 4.3656 -1.5103 -0.009 -0.004 0.019
C 1.0896 -3.7201 1.1292 -0.038 0.038 0.161
C -0.8342 -2.9614 -3.6692 -0.018 -0.021 0.091
C 2.1677 -4.5227 1.4645 0.030 -0.046 0.044
C 1.8575 -3.8626 3.7510 -0.005 -0.022 0.001
C -0.6204 -1.4874 -3.9118 0.004 0.057 0.185
H -4.2377 0.1820 1.4069 -0.080 -0.035 -0.060
S -3.1164 2.4079 4.0161 -0.054 0.056 0.047
O -2.9628 -2.0216 0.9943 -0.447 0.067 -0.309
H 4.6111 -0.3398 -2.7213 0.005 -0.011 0.008
H 1.9061 1.6550 -1.7832 0.011 0.017 -0.044
H 3.5911 -2.0439 -4.4332 0.010 -0.015 0.008
C 0.4210 0.7618 3.4306 -0.206 -0.115 -0.170
```
Forces are in eV/Å.

Its LUMO energy is 2.2 eV. For the HOMO-LUMO gap, the calculation gives 7.593 eV. For the HOMO energy, the calculation gives -5.43 eV. The total energy is -4409.2279 a.u. As for the net charge: -1.

=====

No. 2
Below is a 5-piece molecular cluster, C26H39N7O8 overall, with properties calculated with ωB97M-V/def2-TZVPD.

Structure (XYZ):
```
80
Properties=species:S:1:pos:R:3:forces:R:3
C 0.6980 3.5597 -0.0435 0.011 0.126 0.091
C 0.4591 4.3599 2.1992 -0.035 0.154 0.049
H 0.6802 5.1451 -1.5274 -0.001 -0.050 -0.014
O -3.2202 3.6466 9.3810 0.019 0.006 0.032
C -1.5763 7.0001 4.5636 -0.275 -0.038 0.232
C 1.9299 2.4729 -1.9360 -0.222 0.129 0.201
C 5.4317 -4.0056 -1.4285 -0.041 0.161 0.001
C 3.7338 -5.0951 -3.3258 -0.065 -0.016 0.026
C 2.0711 1.4342 -2.8262 -0.046 -0.181 -0.063
H 4.6203 -2.1088 -2.0280 0.102 0.004 0.064
O -4.8331 -1.1440 -0.7352 -0.036 -0.001 0.023
C 0.4631 5.8925 0.4397 -0.058 0.005 0.048
C -7.2159 -3.4797 -0.3917 0.113 -0.016 -0.040
H -7.7429 -3.0804 -1.2527 -0.046 0.020 0.027
H 6.0951 -3.5653 -0.6964 0.046 -0.051 0.016
H -2.5644 4.3990 7.2003 -0.010 0.025 0.045
H -0.7978 1.2683 -0.3210 -0.049 -0.063 -0.064
C 0.1823 6.7398 2.7180 -0.127 0.248 0.062
H -3.8272 1.8225 -1.2289 0.005 -0.009 -0.003
H 3.0734 -5.5229 -4.0702 0.012 -0.042 -0.016
H -1.6742 4.9492 4.7318 -0.024 -0.100 0.142
H -5.3601 1.1183 -1.8354 -0.039 -0.024 0.021
H 0.3992 6.9279 0.1361 -0.013 0.034 0.118
H -2.6258 7.2744 4.6827 0.009 0.083 0.005
H 4.5572 -6.9894 -2.7500 0.029 0.026 -0.049
H 4.4913 -10.7984 -2.0378 0.044 -0.002 0.023
C 4.6009 -3.1848 -2.1746 -0.078 0.022 -0.037
C -1.2929 6.9915 3.0603 0.002 -0.166 -0.031
H 0.4098 -0.8756 -4.2332 0.047 0.029 -0.149
C 1.8783 -2.0002 -3.0817 -0.081 0.005 0.059
H 0.6236 7.6166 2.2522 0.145 0.001 0.108
H -3.2211 2.8842 6.4876 -0.064 -0.007 -0.020
H -0.4312 -0.5333 -1.9506 0.023 -0.002 -0.102
C 5.4108 -5.3780 -1.6309 0.114 -0.031 0.025
H -6.2022 -3.7678 -0.6409 0.000 -0.022 0.005
H 0.6859 2.3056 1.7216 0.013 0.020 0.013
N 5.3037 -9.6306 -3.5644 0.039 -0.037 -0.004
H -7.2397 -2.7697 0.4289 -0.053 0.018 -0.005
C -4.6318 1.1249 -1.0303 0.113 0.066 -0.025
H 3.9964 -11.2657 -3.7006 0.000 0.012 -0.015
H 0.7494 6.4873 3.6109 0.099 -0.029 -0.028
C 4.8117 -10.9446 -3.0646 -0.042 -0.049 -0.092
C 4.5652 -5.9212 -2.5816 -0.076 -0.043 -0.055
C 0.8828 2.4457 -1.0109 0.129 -0.204 -0.227
O -7.3489 -5.7452 0.0698 0.027 -0.035 -0.001
N -7.9529 -4.6950 0.0544 -0.009 0.032 0.002
C 0.6225 4.8835 -0.4799 0.069 -0.279 -0.016
H 5.6479 -11.6357 -3.1023 0.022 0.009 0.041
H -0.4058 5.6141 5.5777 -0.013 -0.089 0.058
N -4.0591 -0.2471 -0.9440 -0.102 -0.290 -0.032
H 0.4044 4.2138 3.2684 -0.027 0.102 0.037
O -9.1106 -4.5377 0.3732 -0.028 -0.001 0.010
C 1.3905 -0.7275 -3.7842 -0.252 -0.235 0.034
N 1.2197 0.3944 -2.8188 -0.003 0.126 0.032
H 2.2624 -3.4490 -4.6299 0.015 0.070 -0.088
H 2.8600 1.4016 -3.5642 -0.004 0.011 0.006
H -4.2680 4.3219 6.6539 -0.029 -0.043 -0.018
H 1.0154 -2.6177 -2.8275 0.013 0.007 0.134
C 0.6139 3.3112 1.3296 -0.029 -0.165 -0.376
O 4.7585 -9.1468 -4.5343 -0.075 0.038 0.019
N 0.3798 5.6262 1.7528 0.087 -0.096 -0.068
O 6.2248 -9.1228 -2.9589 -0.026 0.041 0.066
O -2.8540 -0.3983 -1.0948 0.174 0.352 -0.002
H -1.0021 7.7821 5.0603 0.041 0.004 0.001
N -1.3607 5.7443 5.2735 0.225 0.202 -0.419
C -3.4361 3.7693 7.0805 0.050 0.035 0.056
H 2.6396 3.2881 -1.9598 0.011 -0.008 -0.030
C 3.7401 -3.7211 -3.1269 -0.065 -0.128 0.042
H 6.0674 -6.0248 -1.0657 0.004 0.006 0.036
N -3.8695 3.2895 8.4238 0.011 -0.009 -0.031
C 0.0259 1.3445 -1.0176 0.095 0.293 0.299
H -1.6087 7.9451 2.6389 -0.015 0.007 -0.073
H 3.4539 -2.1654 -4.5600 0.004 0.055 0.032
C 2.8381 -2.8276 -3.9431 0.089 -0.058 -0.114
H 2.3547 -1.7309 -2.1371 0.137 0.039 -0.048
H 2.0746 -0.3927 -4.5590 0.076 0.070 0.050
H -5.1238 1.3265 -0.0836 -0.045 -0.022 -0.010
H -1.9165 6.2214 2.5962 -0.003 -0.010 -0.018
O -4.8435 2.5704 8.4500 -0.030 -0.023 0.005
C 0.2186 0.3320 -1.9265 -0.034 -0.018 -0.013
```
Forces are in eV/Å.

Its LUMO energy is -7.7 eV. For the HOMO-LUMO gap, the calculation gives 5.052 eV. For the HOMO energy, the calculation gives -12.71 eV. The total energy is -1998.4056 a.u. As for the net charge: +2.

=====

No. 3
Below is C26H40BaBr2O2P as an isolated structure, with properties calculated with ωB97M-V/def2-TZVPD.

Structure (XYZ):
```
72
Properties=species:S:1:pos:R:3:forces:R:3
C 4.5262 -0.6108 -2.3380 0.021 0.016 0.016
H 5.2233 0.7442 3.0863 0.002 -0.002 -0.003
H 3.1303 -0.4940 4.4389 0.005 0.001 -0.002
C 2.9811 2.4938 -1.4761 -0.001 0.002 -0.010
C 5.2722 2.1911 -0.4264 -0.009 0.013 -0.005
C -5.1068 1.8393 0.9286 -0.031 0.028 0.011
H 6.6684 -1.2894 3.0183 -0.003 0.011 0.004
H 6.6270 -2.6723 -1.5185 -0.008 0.009 0.007
H -0.3605 3.5740 3.4853 -0.012 -0.005 0.017
H 4.6309 0.4605 -2.5043 0.020 -0.005 0.014
C 4.4403 -0.9579 -0.8464 -0.044 -0.033 -0.060
H 2.3401 4.4748 -0.8636 -0.001 -0.008 0.005
H 5.8168 1.3328 -0.8227 -0.005 -0.021 -0.012
H -7.5388 -0.9050 -0.2825 -0.002 0.002 0.002
O -2.3433 1.2413 0.9256 -0.404 0.347 0.115
H 5.5095 3.1335 -2.3695 -0.007 -0.001 0.004
H 6.6188 -0.7435 -2.8574 -0.006 0.004 -0.002
H 2.7099 -2.1933 4.3989 -0.002 0.002 -0.001
Br 0.5088 3.1991 1.1831 -0.014 0.013 0.006
H 2.9031 4.3798 -2.5137 0.008 -0.005 -0.001
H 4.3980 -2.8385 0.2379 0.036 -0.008 0.030
C 4.6041 -3.3008 -1.8638 -0.004 -0.022 0.005
H 5.5122 -2.0812 1.9831 -0.010 -0.021 -0.028
H 3.3496 2.0753 -2.4148 -0.005 0.014 0.011
Ba -0.3224 -0.0573 0.2964 0.648 -0.076 -0.031
H 3.5874 -0.9058 -2.8186 0.000 -0.002 -0.005
C 5.6046 -1.3432 2.7837 -0.014 0.000 0.004
H 5.6800 2.3798 0.5685 -0.003 0.013 -0.003
H 4.9287 -2.8815 4.1364 -0.011 -0.001 -0.006
C 4.4977 4.4946 -1.0437 -0.003 -0.005 -0.001
H 5.5432 -1.4320 -4.0527 -0.007 -0.010 0.003
H 6.3892 -3.4044 -3.0852 -0.002 -0.003 -0.002
H 4.4880 4.7123 0.0289 -0.001 -0.007 -0.003
C 5.7143 -1.3444 -2.9781 0.006 -0.012 -0.003
H -6.8573 3.0272 1.2694 0.002 -0.001 0.000
C -7.3438 1.0854 0.4953 0.014 -0.002 0.000
H 3.1239 0.8501 2.2664 -0.017 0.002 0.006
H 5.4328 -0.8187 -0.4059 -0.002 0.024 0.018
H 4.7620 5.4272 -1.5419 -0.004 -0.001 -0.003
H -4.4126 2.5987 1.2614 0.000 -0.004 -0.003
H 6.5464 3.7870 -1.1232 -0.002 -0.001 0.002
C 5.9292 -2.7347 -2.3587 0.004 0.006 -0.004
H 1.8190 -1.1113 2.3937 -0.014 0.007 0.004
C 3.6217 -0.0349 1.8498 0.051 -0.020 -0.024
H 1.9248 2.2068 -1.4237 -0.012 0.006 0.005
C -0.5351 2.7905 2.7608 0.026 0.034 -0.076
C -6.4713 2.0752 0.9305 0.009 -0.019 -0.007
H 3.3943 2.4104 0.6023 -0.009 -0.010 0.000
H -1.5662 2.6844 2.4480 -0.006 -0.005 0.018
H 4.7212 -4.3318 -1.5282 -0.007 0.001 -0.001
C -3.1579 0.3582 0.4869 0.477 0.036 0.012
C 5.1110 0.0109 2.2823 -0.018 0.008 0.000
H 3.8941 -3.3275 -2.6949 0.005 0.009 -0.002
C 4.8157 -1.8030 4.0150 -0.004 0.009 -0.009
H -5.0882 -1.3208 -0.2882 -0.010 0.002 0.001
H 3.1259 -2.1652 1.8923 0.009 -0.006 -0.004
C 5.5388 3.4151 -1.3122 0.007 0.000 0.003
Br 0.0204 1.1142 3.5429 -0.001 -0.046 0.050
C -5.4908 -0.3760 0.0504 -0.009 -0.019 -0.012
C -4.6169 0.6135 0.4885 0.072 -0.010 0.037
P 3.2499 0.1365 0.0399 -0.238 0.085 0.047
H 5.7447 0.3607 1.4683 0.003 -0.013 -0.005
C 3.3230 -1.4338 3.9119 -0.002 -0.006 0.005
O -2.6845 -0.7312 0.0373 -0.490 -0.284 -0.146
H -8.4102 1.2691 0.4986 0.001 -0.001 -0.002
H 5.2379 -1.3468 4.9122 0.004 -0.004 -0.003
C 4.0416 -2.4458 -0.7147 -0.005 0.025 0.002
C 2.9063 -1.2548 2.4548 -0.004 0.007 0.011
C -6.8551 -0.1382 0.0557 -0.003 -0.006 -0.003
C 3.1058 4.0246 -1.5016 -0.004 0.012 0.002
C 3.7582 1.8942 -0.2950 0.045 -0.038 -0.004
H 2.9495 -2.5358 -0.6979 -0.005 -0.003 0.007
```
Forces are in eV/Å.

Its LUMO energy is -3.0 eV. For the HOMO-LUMO gap, the calculation gives 8.537 eV. For the HOMO energy, the calculation gives -11.50 eV. The total energy is -6679.9922 a.u. As for the net charge: +1.